(1)
Computed, not measured: a gas-phase ion, C8H11BrN (charge +1) at a distorted geometry, with the ωB97M-V functional and the def2-TZVPD basis.

```
21
Properties=species:S:1:pos:R:3:forces:R:3:mulliken_charge:R:1
Br -1.152694 -1.253970 3.354191 0.0 0.2 -0.2 -0.03
N 2.451135 -0.226019 -1.419724 0.0 -0.1 0.0 -0.18
C 1.269011 0.645937 -1.450989 -2.5 -0.5 2.9 -0.96
C -0.831400 1.506178 -0.560420 -0.6 0.4 0.0 -0.90
C -1.853934 1.583975 0.330461 0.6 0.2 -0.8 -0.30
C -0.210213 -1.793499 0.179400 0.0 0.0 0.1 -1.04
C -1.159133 -0.161275 1.847522 1.7 1.2 -2.8 -0.41
C -2.033795 0.801280 1.522607 0.1 -0.8 0.9 -0.28
C 0.048061 -0.396148 0.770978 0.2 -0.5 0.2 0.15
C 0.269354 0.583983 -0.461717 0.4 -0.2 0.0 0.88
H -1.126637 -1.778137 -0.405378 -0.1 0.0 -0.1 0.33
H -0.325269 -2.524194 0.975253 0.0 -0.1 0.0 0.41
H 0.966419 -0.422799 1.371218 0.0 0.0 0.0 0.38
H 2.538539 -0.643213 -0.481982 0.1 0.1 -0.3 0.34
H 0.601098 -2.125314 -0.465076 0.1 -0.1 -0.1 0.30
H 1.202391 1.338161 -2.265955 0.2 0.1 -0.2 0.43
H -2.619274 2.324697 0.146672 0.0 0.1 -0.1 0.39
H 2.384766 -0.989029 -2.112028 0.1 0.2 0.3 0.37
H -0.832667 2.190683 -1.396423 -0.1 0.1 -0.1 0.31
H -2.886999 1.021107 2.146317 -0.1 0.0 0.1 0.43
H 3.301240 0.317597 -1.624926 -0.2 -0.3 0.1 0.39
```
Forces are in eV/Å.

- E_HOMO: -11.797 eV
- Molecular weight: 201.09 g/mol
- Total charge: +1
- Frontier orbital gap: 7.9182 eV
- Energy above the lowest of the compared OMol25 structures with the same formula, charge and spin: 24.0 kcal/mol
- Structure (SMILES): C[C@@H]1C(Br)=CC=C/C1=C/[NH3+]
- Strongest force on any atom: 0.076 Eh/bohr



(2)
Computed, not measured: a single C17H19Cl2N5O3S molecule at a distorted geometry, with the ωB97M-V functional and the def2-TZVPD basis.

```
47
Properties=species:S:1:pos:R:3:forces:R:3:mulliken_charge:R:1
Cl 4.805518 3.367248 0.383485 -0.5 -0.4 0.7 -0.24
Cl 2.024349 2.890069 5.093212 0.4 -0.1 -0.5 -0.25
S 2.696244 -1.458140 1.860094 -0.1 -2.1 1.3 1.26
O -0.214620 -2.798323 -0.834428 -0.3 0.0 0.5 -0.67
O 3.958304 -2.155055 1.587941 -1.9 1.5 -0.7 -0.73
O 1.916150 -2.084795 2.947524 0.7 1.7 -1.5 -0.68
N 3.657593 4.280408 3.000990 -0.1 0.2 0.1 -0.47
N 1.703750 -1.313800 0.443520 1.0 -0.6 1.2 -0.32
N 1.027224 4.078197 0.616636 -1.4 -1.0 -2.1 -0.53
N -0.139497 1.826813 -1.929435 -0.6 -0.2 -1.3 0.25
N -1.926275 -2.435111 0.633872 0.6 1.2 0.4 0.19
C -1.036378 3.869966 -2.334048 -0.1 -0.1 -0.6 -0.46
C -2.774202 -3.414563 -0.021919 -0.3 -0.3 -0.5 -0.92
C 3.449584 2.936532 2.751462 0.4 3.6 -0.2 0.86
C 3.002923 0.267256 2.212669 -0.5 -0.2 1.0 -0.35
C -0.897109 1.730309 -3.120386 -0.1 0.7 0.9 -0.22
C 0.538475 0.664284 -1.286559 -0.3 0.6 0.6 -0.79
C -0.643544 -2.183723 0.138029 -0.3 0.0 -0.7 -0.06
C 2.528464 0.844571 3.400284 -0.1 -0.5 0.6 -0.24
C -0.080754 0.345131 0.094318 0.1 0.4 0.5 -0.63
C -1.481696 2.972466 -3.387251 1.2 0.0 2.0 -0.77
C 3.708412 1.041661 1.320056 0.5 0.5 -2.1 -0.25
C -2.525157 -1.716013 1.771963 0.1 0.1 0.3 -0.78
C 0.449206 3.665821 -0.320779 1.8 0.7 2.3 0.22
C -0.188166 3.163229 -1.472499 -1.5 -0.8 -1.7 0.38
C 0.283624 -1.028745 0.701751 -1.0 -0.4 0.3 -0.19
C 3.931001 2.399424 1.567275 0.1 -1.9 -0.6 -0.08
C 2.730850 2.191499 3.653110 -0.6 -1.8 0.3 -0.15
H -2.139924 -2.049247 2.740523 0.2 0.0 -0.1 0.28
H -1.288814 4.955130 -2.249079 0.3 -1.3 0.0 0.39
H 4.009537 0.618112 0.324989 -0.1 0.4 1.2 0.39
H -1.043123 0.787699 -3.701125 0.5 0.9 1.0 0.34
H 0.189056 1.133191 0.829778 0.0 -0.4 -0.5 0.53
H -1.156785 0.386078 0.014289 -0.5 0.1 -0.2 0.31
H -3.852116 -3.293988 0.226446 0.9 0.0 0.4 0.34
H -2.183366 3.232675 -4.159003 0.1 -0.1 -0.2 0.43
H -2.427200 -4.427251 0.212600 -0.3 0.1 -0.1 0.30
H -2.756391 -3.273207 -1.098096 0.4 -0.1 -0.2 0.31
H 3.971301 4.865696 2.221354 -0.4 -0.5 0.6 0.19
H 0.441450 -0.223157 -1.917919 0.1 0.4 -0.2 0.42
H 1.813430 -2.173756 -0.093499 0.0 0.0 -0.1 0.38
H 2.050658 0.256762 4.193668 0.0 0.0 -0.7 0.51
H 1.584283 0.944602 -1.156037 0.0 -0.3 -0.1 0.13
H -3.619581 -1.861895 1.848674 0.6 0.0 -0.5 0.32
H -2.346877 -0.644607 1.681317 0.0 0.0 0.1 0.30
H 0.071703 -1.018140 1.775664 0.3 0.2 0.0 0.60
H 3.049806 4.710006 3.705889 0.5 -0.2 -0.7 0.18
```
Forces are in eV/Å.

- E_HOMO: -8.748 eV
- Molecular weight: 444.34 g/mol
- Total charge: 0
- Frontier orbital gap: 9.2004 eV
- Energy above the lowest of the compared OMol25 structures with the same formula, charge and spin: 10.6 kcal/mol
- Structure (SMILES): CN(C)C(=O)[C@H](CCn1cccc1C#N)NS(=O)(=O)c1cc(Cl)c(N)c(Cl)c1
- Strongest force on any atom: 0.070 Eh/bohr



(3)
Computed, not measured: a single C6H10O molecule at a distorted geometry, with the ωB97M-V functional and the def2-TZVPD basis.

```
17
Properties=species:S:1:pos:R:3:forces:R:3:mulliken_charge:R:1
O 1.873650 -0.770265 1.074506 -2.0 1.4 2.6 -0.58
C -1.164667 -0.647808 0.321395 0.0 0.0 0.0 -0.72
C 1.310863 -0.516095 -0.186600 0.1 0.2 -1.0 -0.12
C 1.138473 0.976438 -0.261479 -0.5 0.2 -0.1 -0.61
C 0.005324 -1.273309 -0.441227 0.0 0.0 0.0 -0.64
C -1.361402 0.810380 -0.097029 0.0 0.0 0.2 -0.49
C -0.053999 1.560935 -0.118144 0.2 0.0 -0.5 -0.24
H 2.045262 1.573157 -0.319511 -0.1 -0.1 0.1 0.36
H -2.067200 1.315093 0.574750 0.1 -0.1 -0.1 0.34
H -2.084882 -1.219421 0.160846 0.1 0.1 0.0 0.31
H 0.145503 -2.324079 -0.162237 0.0 0.2 0.0 0.31
H -0.208521 -1.247759 -1.519079 0.0 0.0 0.1 0.32
H -1.819535 0.851833 -1.095990 0.1 0.0 0.1 0.27
H 1.236910 -0.199364 1.670159 2.2 -1.8 -1.1 0.46
H 2.076006 -0.851183 -0.892302 -0.1 0.0 -0.2 0.38
H -0.959068 -0.690837 1.399345 0.0 0.0 -0.1 0.28
H -0.105942 2.647220 -0.111722 0.0 -0.1 0.0 0.36
```
Forces are in eV/Å.

- E_HOMO: -9.515 eV
- Molecular weight: 98.14 g/mol
- Total charge: 0
- Frontier orbital gap: 10.4977 eV
- Energy above the lowest of the compared OMol25 structures with the same formula, charge and spin: 5.4 kcal/mol
- Structure (SMILES): O[C@@H]1C=CCCC1
- Strongest force on any atom: 0.070 Eh/bohr



(4)
Computed, not measured: 2 unconnected molecules or ions with the total composition C6H16N at a distorted geometry, with the ωB97M-V functional and the def2-TZVPD basis.

```
23
Properties=species:S:1:pos:R:3:forces:R:3:mulliken_charge:R:1
N 0.849803 -1.791896 -0.641409 -0.8 -0.3 2.6 -0.51
C 0.031521 -2.116538 0.558919 1.4 -0.4 0.5 -0.39
C -0.350921 2.120022 -0.288328 1.6 0.1 -1.3 -0.36
C 0.241828 -1.006986 1.595924 0.1 0.3 -2.1 -0.93
C 0.778566 2.334774 -1.381750 1.0 -0.9 0.0 -1.12
C -0.587666 0.653160 -0.131530 -4.2 2.6 3.2 -0.14
C -0.775684 0.176608 1.266343 1.5 0.1 0.3 -0.45
H 1.906642 2.181450 -1.099819 -2.4 -0.2 -0.1 0.30
H 0.653017 -0.779068 -0.634165 0.7 0.1 -1.7 0.26
H 0.339719 -3.053526 1.021928 0.5 -0.1 -0.1 0.44
H -1.243985 2.552467 -0.835016 0.6 -0.7 0.7 0.25
H 0.411974 1.604785 -2.124936 1.1 0.4 -0.4 0.34
H -0.152091 2.677518 0.632603 -0.1 -0.5 -0.1 0.38
H -1.407175 0.285359 -0.763207 1.3 -0.8 -0.9 0.43
H 0.123511 -1.344840 2.603562 0.0 0.1 0.6 0.40
H 0.574859 -2.382365 -1.417907 -0.1 0.8 -0.3 0.29
H 1.212518 -0.545295 1.355272 0.1 -0.6 0.9 0.44
H -1.155848 -1.778848 -3.096433 0.6 0.0 0.5 0.27
H -0.596098 0.985272 2.036790 -0.2 -0.8 -1.1 0.35
H -0.998533 -2.307601 0.336585 -0.9 0.2 -0.2 0.31
H -0.593695 -1.756994 -2.574517 -0.9 0.1 -0.8 -0.30
H -1.734801 -0.304750 1.366663 -0.6 0.1 -0.1 0.35
H 0.733627 3.317739 -1.818197 -0.3 0.4 0.0 0.39
```
Forces are in eV/Å.

- E_HOMO: -13.982 eV
- Molecular weight: 102.20 g/mol
- Total charge: +1
- Frontier orbital gap: 6.7409 eV
- Energy above the lowest of the compared OMol25 structures with the same formula, charge and spin: 125.9 kcal/mol
- Strongest force on any atom: 0.115 Eh/bohr



(5)
Computed, not measured: a single C2H2Br2F2O molecule at a distorted geometry, with the ωB97M-V functional and the def2-TZVPD basis.

```
9
Properties=species:S:1:pos:R:3:forces:R:3:mulliken_charge:R:1
Br 1.983776 -2.533231 -0.706087 -0.2 0.0 0.1 -0.11
Br -2.126490 0.664492 -2.402517 0.9 -0.1 0.0 -0.12
F -1.531661 0.024680 0.066283 -1.6 -0.6 1.7 -0.25
F 1.709407 -0.028048 0.104672 0.3 0.7 1.4 -0.20
O 0.060662 -0.686020 -1.235850 0.8 -2.3 0.4 -0.30
C 0.909661 -1.063595 -0.043267 -0.5 -0.2 -4.4 0.15
C -0.814667 0.328572 -1.016616 1.5 1.0 1.4 0.21
H -0.186121 1.154141 -0.632663 -0.8 0.8 -1.3 0.28
H 0.368768 -1.470776 0.780573 -0.5 0.6 0.8 0.34
```
Forces are in eV/Å.

- E_HOMO: -11.009 eV
- Molecular weight: 239.84 g/mol
- Total charge: 0
- Frontier orbital gap: 11.5286 eV
- Energy above the lowest of the compared OMol25 structures with the same formula, charge and spin: 0.0 kcal/mol
- Structure (SMILES): F[C@H](Br)O[C@H](F)Br
- Strongest force on any atom: 0.087 Eh/bohr



(6)
Computed, not measured: a molecular structure, C2H3Br2OP at a distorted geometry, with the ωB97M-V functional and the def2-TZVPD basis.

```
9
Properties=species:S:1:pos:R:3:forces:R:3:mulliken_charge:R:1
Br 1.661684 -1.332814 -0.329374 0.3 0.3 -0.1 -0.07
Br 1.957324 1.836555 0.143642 -0.1 -0.1 -0.1 -0.07
P -1.188442 -1.475570 -0.091857 0.1 1.1 -1.2 0.36
O -1.575756 -1.963003 1.221248 -0.4 -0.6 1.4 -0.42
C -0.624938 0.329494 0.194947 2.4 -0.2 -1.1 -0.80
C 0.836927 0.435975 -0.555388 -2.3 -0.2 1.1 -0.19
H -1.290471 1.083081 -0.222232 -0.1 0.0 -0.1 0.40
H 0.710398 0.585894 -1.625335 0.2 0.0 0.2 0.42
H -0.486730 0.500389 1.264352 0.0 -0.1 -0.1 0.36
```
Forces are in eV/Å.

- E_HOMO: -9.261 eV
- Molecular weight: 233.83 g/mol
- Total charge: 0
- Frontier orbital gap: 8.7780 eV
- Energy above the lowest of the compared OMol25 structures with the same formula, charge and spin: 37.3 kcal/mol
- Strongest force on any atom: 0.051 Eh/bohr